Entry 1:
DFT (ωB97M-V/def2-TZVPD) results for an isolated ion of composition C8H16NO6 and charge +1 in a non-equilibrium geometry.

## Properties
SMILES string: C[NH+](C)[C@@]1(O)C=C[C@H](O)C(O)(O)C1(O)O
Total charge: +1
LUMO level: -2.68 eV
DFT total energy: -22322.0446 eV
Multiplicity: 1
Energy relative to the best compared isomer or geometry (same formula, charge and spin): 83.3 kJ/mol
F_max: 4.8 eV Å⁻¹

Each atom is followed by the atoms it is bonded to, with distances in Å.
Element x y z (Å)
1 C -2.4478 1.1376 0.7106  N2 1.486, H16 1.099, H17 1.140, H18 1.089
2 N -1.6457 -0.0953 0.4979  C1 1.486, C3 1.468, C4 1.567, H19 0.986
3 C -2.4895 -1.2949 0.4436  N2 1.468, H20 1.091, H21 1.049, H22 1.062
4 C -0.6094 0.1997 -0.6402  N2 1.567, O5 1.433, C6 1.473, C13 1.701
5 O -1.2566 0.0133 -1.9054  C4 1.433, H23 0.907
6 C -0.1966 1.6118 -0.5751  C4 1.473, C7 1.364, H24 1.044
7 C 1.0256 2.0720 -0.1830  C6 1.364, C8 1.499, H25 1.115
8 C 1.9977 1.1405 0.4761  C7 1.499, O9 1.415, C10 1.596, H26 1.155
9 O 3.1749 1.0163 -0.2987  C8 1.415, H27 0.942
10 C 1.5659 -0.3907 0.6082  C8 1.596, O11 1.415, O12 1.374, C13 1.577
11 O 0.6957 -0.7142 1.6757  C10 1.415, H28 0.935
12 O 2.6586 -1.2042 0.7903  C10 1.374, H29 0.935
13 C 0.7394 -0.8371 -0.6584  C4 1.701, C10 1.577, O14 1.355, O15 1.385
14 O 1.3608 -0.4380 -1.7943  C13 1.355, H30 0.946
15 O 0.3001 -2.1502 -0.6249  C13 1.385, H31 1.000
16 H -3.1586 1.0395 -0.1215  C1 1.099
17 H -2.7678 0.9428 1.7873  C1 1.140
18 H -1.7812 1.9806 0.5327  C1 1.089
19 H -1.0504 -0.1330 1.2827  N2 0.986
20 H -3.3402 -1.2466 -0.2375  C3 1.091
21 H -2.0113 -2.2122 0.2675  C3 1.049
22 H -2.8724 -1.3091 1.4346  C3 1.062
23 H -0.7335 -0.5218 -2.4183  O5 0.907
24 H -0.8649 2.1685 -1.1525  C6 1.044
25 H 1.2505 3.1432 -0.3937  C7 1.115
26 H 2.3330 1.5080 1.5187  C8 1.155
27 H 2.9021 0.7292 -1.1539  O9 0.942
28 H 0.9596 -1.5247 2.0589  O11 0.935
29 H 3.4498 -0.7064 0.8194  O12 0.935
30 H 1.7714 -1.1257 -2.2985  O14 0.946
31 H 1.0407 -2.7991 -0.4483  O15 1.000

Entry 2:
DFT (ωB97M-V/def2-TZVPD) results for one molecule with the formula C10H12N2O in a non-equilibrium geometry.

## Properties
SMILES string: NC(=O)[C@H]1Cc2ccccc2CN1
LUMO level: 0.55 eV
DFT total energy: -15590.6590 eV
Multiplicity: 1
Energy relative to the best compared isomer or geometry (same formula, charge and spin): 236.5 kJ/mol
F_max: 4.8 eV Å⁻¹

Each atom is followed by the atoms it is bonded to, with distances in Å.
Element x y z (Å)
1 N 1.0414 2.1768 -3.1076  C2 1.404, H14 1.002, H15 1.056
2 C -0.0830 1.7735 -2.3705  N1 1.404, O3 1.234, C4 1.504
3 O -1.2109 2.2718 -2.4274  C2 1.234
4 C 0.3510 0.8677 -1.2506  C2 1.504, C5 1.598, N13 1.471, H16 1.092
5 C -0.6233 1.2573 -0.0452  C4 1.598, C6 1.594, H17 1.142, H18 1.054
6 C -0.5217 0.0823 1.0272  C5 1.594, C7 1.386, C11 1.459
7 C -1.2771 -0.0315 2.1841  C6 1.386, C8 1.390, H19 1.142
8 C -1.3534 -1.1247 3.0385  C7 1.390, C9 1.411, H20 1.180
9 C -0.5403 -2.2518 2.7948  C8 1.411, C10 1.442, H21 1.048
10 C 0.2630 -2.2109 1.5986  C9 1.442, C11 1.408, H22 1.034
11 C 0.2444 -1.1181 0.7106  C6 1.459, C10 1.408, C12 1.493
12 C 0.9578 -1.1458 -0.6006  C11 1.493, N13 1.452, H23 1.168, H24 1.213
13 N 0.1844 -0.5338 -1.6659  C4 1.471, C12 1.452, H25 1.030
14 H 1.8538 1.9018 -2.5899  N1 1.002
15 H 1.1621 2.9434 -3.8244  N1 1.056
16 H 1.2976 1.2468 -0.8602  C4 1.092
17 H -0.2767 2.2049 0.4897  C5 1.142
18 H -1.6012 1.4700 -0.3770  C5 1.054
19 H -1.9196 0.8764 2.4431  C7 1.142
20 H -2.2883 -1.1299 3.7583  C8 1.180
21 H -0.3882 -3.0906 3.4044  C9 1.048
22 H 0.7884 -3.0723 1.3711  C10 1.034
23 H 1.0715 -2.2936 -0.7852  C12 1.168
24 H 2.0600 -0.6643 -0.4413  C12 1.213
25 H 0.8086 -0.4053 -2.4746  N13 1.030

Q: F_max of number 1 (C8H16NO6)?
A: 4.8 eV Å⁻¹

Q: Among the records above, which one has the lowest DFT total energy?
A: C8H16NO6

Copy entry 1 word for word.
DFT (ωB97M-V/def2-TZVPD) results for an isolated ion of composition C8H16NO6 and charge +1 in a non-equilibrium geometry.

## Properties
SMILES string: C[NH+](C)[C@@]1(O)C=C[C@H](O)C(O)(O)C1(O)O
Total charge: +1
LUMO level: -2.68 eV
DFT total energy: -22322.0446 eV
Multiplicity: 1
Energy relative to the best compared isomer or geometry (same formula, charge and spin): 83.3 kJ/mol
F_max: 4.8 eV Å⁻¹

Each atom is followed by the atoms it is bonded to, with distances in Å.
Element x y z (Å)
1 C -2.4478 1.1376 0.7106  N2 1.486, H16 1.099, H17 1.140, H18 1.089
2 N -1.6457 -0.0953 0.4979  C1 1.486, C3 1.468, C4 1.567, H19 0.986
3 C -2.4895 -1.2949 0.4436  N2 1.468, H20 1.091, H21 1.049, H22 1.062
4 C -0.6094 0.1997 -0.6402  N2 1.567, O5 1.433, C6 1.473, C13 1.701
5 O -1.2566 0.0133 -1.9054  C4 1.433, H23 0.907
6 C -0.1966 1.6118 -0.5751  C4 1.473, C7 1.364, H24 1.044
7 C 1.0256 2.0720 -0.1830  C6 1.364, C8 1.499, H25 1.115
8 C 1.9977 1.1405 0.4761  C7 1.499, O9 1.415, C10 1.596, H26 1.155
9 O 3.1749 1.0163 -0.2987  C8 1.415, H27 0.942
10 C 1.5659 -0.3907 0.6082  C8 1.596, O11 1.415, O12 1.374, C13 1.577
11 O 0.6957 -0.7142 1.6757  C10 1.415, H28 0.935
12 O 2.6586 -1.2042 0.7903  C10 1.374, H29 0.935
13 C 0.7394 -0.8371 -0.6584  C4 1.701, C10 1.577, O14 1.355, O15 1.385
14 O 1.3608 -0.4380 -1.7943  C13 1.355, H30 0.946
15 O 0.3001 -2.1502 -0.6249  C13 1.385, H31 1.000
16 H -3.1586 1.0395 -0.1215  C1 1.099
17 H -2.7678 0.9428 1.7873  C1 1.140
18 H -1.7812 1.9806 0.5327  C1 1.089
19 H -1.0504 -0.1330 1.2827  N2 0.986
20 H -3.3402 -1.2466 -0.2375  C3 1.091
21 H -2.0113 -2.2122 0.2675  C3 1.049
22 H -2.8724 -1.3091 1.4346  C3 1.062
23 H -0.7335 -0.5218 -2.4183  O5 0.907
24 H -0.8649 2.1685 -1.1525  C6 1.044
25 H 1.2505 3.1432 -0.3937  C7 1.115
26 H 2.3330 1.5080 1.5187  C8 1.155
27 H 2.9021 0.7292 -1.1539  O9 0.942
28 H 0.9596 -1.5247 2.0589  O11 0.935
29 H 3.4498 -0.7064 0.8194  O12 0.935
30 H 1.7714 -1.1257 -2.2985  O14 0.946
31 H 1.0407 -2.7991 -0.4483  O15 1.000

Repeat the second record exactly.
DFT (ωB97M-V/def2-TZVPD) results for one molecule with the formula C10H12N2O in a non-equilibrium geometry.

## Properties
SMILES string: NC(=O)[C@H]1Cc2ccccc2CN1
LUMO level: 0.55 eV
DFT total energy: -15590.6590 eV
Multiplicity: 1
Energy relative to the best compared isomer or geometry (same formula, charge and spin): 236.5 kJ/mol
F_max: 4.8 eV Å⁻¹

Each atom is followed by the atoms it is bonded to, with distances in Å.
Element x y z (Å)
1 N 1.0414 2.1768 -3.1076  C2 1.404, H14 1.002, H15 1.056
2 C -0.0830 1.7735 -2.3705  N1 1.404, O3 1.234, C4 1.504
3 O -1.2109 2.2718 -2.4274  C2 1.234
4 C 0.3510 0.8677 -1.2506  C2 1.504, C5 1.598, N13 1.471, H16 1.092
5 C -0.6233 1.2573 -0.0452  C4 1.598, C6 1.594, H17 1.142, H18 1.054
6 C -0.5217 0.0823 1.0272  C5 1.594, C7 1.386, C11 1.459
7 C -1.2771 -0.0315 2.1841  C6 1.386, C8 1.390, H19 1.142
8 C -1.3534 -1.1247 3.0385  C7 1.390, C9 1.411, H20 1.180
9 C -0.5403 -2.2518 2.7948  C8 1.411, C10 1.442, H21 1.048
10 C 0.2630 -2.2109 1.5986  C9 1.442, C11 1.408, H22 1.034
11 C 0.2444 -1.1181 0.7106  C6 1.459, C10 1.408, C12 1.493
12 C 0.9578 -1.1458 -0.6006  C11 1.493, N13 1.452, H23 1.168, H24 1.213
13 N 0.1844 -0.5338 -1.6659  C4 1.471, C12 1.452, H25 1.030
14 H 1.8538 1.9018 -2.5899  N1 1.002
15 H 1.1621 2.9434 -3.8244  N1 1.056
16 H 1.2976 1.2468 -0.8602  C4 1.092
17 H -0.2767 2.2049 0.4897  C5 1.142
18 H -1.6012 1.4700 -0.3770  C5 1.054
19 H -1.9196 0.8764 2.4431  C7 1.142
20 H -2.2883 -1.1299 3.7583  C8 1.180
21 H -0.3882 -3.0906 3.4044  C9 1.048
22 H 0.7884 -3.0723 1.3711  C10 1.034
23 H 1.0715 -2.2936 -0.7852  C12 1.168
24 H 2.0600 -0.6643 -0.4413  C12 1.213
25 H 0.8086 -0.4053 -2.4746  N13 1.030